# 1
C13H15BLuN6O5 | wB97M-V/def2-TZVPD

orbital gap = 9.6798 eV
net charge = +1
strongest force on any atom = 1.08 eV/Å
relative energy (zero: lowest compared OMol25 entry of this formula, charge and spin) = 0.000 eV
highest occupied orbital energy = -12.26 eV
E_tot = -67200.414 eV

Each line ends with the natural charge from an NBO analysis.
Cartesian coordinates (Å):
Lu1 -0.044 0.105 0.262  2.15
O1 3.066 -2.027 -2.158  -0.62
C1 2.408 -0.968 -1.721  0.84
O2 1.275 -1.065 -1.273  -0.68
C2 3.233 0.283 -1.958  -0.18
O3 2.737 1.462 -1.404  -0.49
C3 3.168 1.804 -0.081  -0.15
C4 2.031 1.307 0.772  0.73
O4 0.950 1.973 0.814  -0.72
O5 2.020 0.092 1.142  -0.74
H1 2.480 -2.796 -2.082  0.51
H2 3.232 0.409 -3.045  0.25
H3 4.263 0.063 -1.666  0.23
H4 3.284 2.882 -0.032  0.23
H5 4.096 1.296 0.184  0.21
C5 -2.389 -3.639 -0.859  -0.34
C6 -1.237 -3.083 -0.317  0.00
N1 -1.408 -1.784 -0.068  -0.46
N2 -2.684 -1.486 -0.436  -0.31
C7 -3.283 -2.584 -0.908  0.03
B1 -3.269 -0.060 -0.290  0.53
N3 -2.605 0.916 -1.313  -0.30
C8 -3.206 1.774 -2.142  0.04
C9 -2.244 2.522 -2.801  -0.34
C10 -1.040 2.047 -2.301  0.01
N4 -1.253 1.077 -1.406  -0.49
N5 -3.037 0.448 1.160  -0.31
C11 -3.932 0.875 2.056  0.04
C12 -3.269 1.265 3.206  -0.34
C13 -1.929 1.034 2.925  0.02
N6 -1.785 0.542 1.693  -0.47
H6 -2.558 -4.659 -1.153  0.25
H7 -0.289 -3.546 -0.091  0.22
H8 -4.306 -2.531 -1.242  0.24
H9 -4.447 -0.083 -0.514  -0.01
H10 -4.282 1.786 -2.203  0.24
H11 -2.403 3.291 -3.535  0.25
H12 -0.026 2.349 -2.515  0.23
H13 -4.979 0.872 1.801  0.24
H14 -3.701 1.655 4.110  0.25
H15 -1.058 1.206 3.538  0.23

=====

# 2
C13H15Cl2CoGeO7P2 | wB97M-V/def2-TZVPD

<S²> = 3.76
orbital gap (spin up / spin down) = 8.4138 / 7.4509 eV
net charge = +1
strongest force on any atom = 0.31 eV/Å
relative energy (zero: lowest compared OMol25 entry of this formula, charge and spin) = 0.129 eV
highest occupied orbital energy (spin up / spin down) = -11.88 / -11.88 eV
spin multiplicity = 4
E_tot = -165823.241 eV

Each line ends with the natural charge from an NBO analysis.
Cartesian coordinates (Å):
Co1 0.436 0.032 0.385  1.49
O1 -0.503 -0.434 2.483  -1.07
P1 -1.805 0.322 1.828  2.53
O2 -3.067 0.141 2.508  -1.03
O3 -1.508 -0.065 0.376  -1.19
O4 -1.259 1.869 1.947  -1.09
P2 -0.066 2.605 1.215  2.56
O5 1.210 1.719 1.724  -1.05
O6 -0.013 4.037 1.400  -1.03
O7 -0.029 2.014 -0.255  -1.19
H1 -0.589 -0.766 3.386  0.55
H2 1.943 2.235 2.089  0.55
Cl1 1.296 -0.858 -1.805  0.05
C1 2.476 -1.843 -0.916  -0.38
Cl2 2.290 -1.507 0.837  0.02
H3 3.480 -1.557 -1.207  0.26
H4 2.260 -2.892 -1.079  0.26
Ge1 -1.452 2.472 -1.512  1.58
C2 -1.203 1.113 -2.854  -0.53
C3 -0.405 1.430 -3.955  -0.19
C4 -0.202 0.513 -4.975  -0.21
C5 -0.805 -0.735 -4.910  -0.18
C6 -1.605 -1.063 -3.823  -0.23
C7 -1.801 -0.149 -2.801  -0.14
C8 -3.056 2.661 -0.480  -0.45
C9 -3.257 3.875 0.179  -0.22
C10 -4.412 4.095 0.911  -0.19
C11 -5.386 3.110 0.975  -0.17
C12 -5.206 1.905 0.312  -0.20
C13 -4.048 1.680 -0.411  -0.22
H5 -0.873 3.817 -1.942  -0.14
H6 0.061 2.406 -4.027  0.22
H7 0.414 0.777 -5.824  0.23
H8 -0.659 -1.449 -5.710  0.23
H9 -2.084 -2.032 -3.776  0.23
H10 -2.414 -0.430 -1.954  0.22
H11 -2.501 4.652 0.135  0.23
H12 -4.554 5.034 1.429  0.23
H13 -6.291 3.281 1.542  0.23
H14 -5.967 1.138 0.366  0.23
H15 -3.919 0.731 -0.914  0.21

=====

# 3
C13H15F4N3SSr | wB97M-V/def2-TZVPD

orbital gap = 6.6455 eV
net charge = 0
strongest force on any atom = 2.43 eV/Å
relative energy (zero: lowest compared OMol25 entry of this formula, charge and spin) = 0.388 eV
highest occupied orbital energy = -7.30 eV
E_tot = -40736.278 eV

Each line ends with the Löwdin charge.
Cartesian coordinates (Å):
Sr1 1.000 -0.931 -1.448  1.57
C1 -3.463 1.041 -1.125  -0.07
C2 -2.007 0.645 -1.376  -0.25
N1 -1.582 -0.677 -0.859  -0.27
C3 -2.435 -1.748 -1.399  -0.26
C4 -1.785 -3.128 -1.349  -0.08
C5 -1.571 -0.705 0.617  -0.19
C6 -0.445 0.107 1.250  -0.24
N2 0.836 -0.368 0.759  -0.19
C7 1.985 0.172 1.203  -0.24
C8 3.189 -0.188 0.557  -0.14
F1 3.073 -1.066 -0.523  -0.14
C9 4.433 0.281 0.892  -0.23
F2 5.492 -0.127 0.176  0.09
C10 4.596 1.157 1.943  0.06
C11 3.445 1.526 2.620  -0.22
F3 3.554 2.373 3.652  0.10
C12 2.191 1.067 2.281  -0.15
F4 1.147 1.498 3.014  0.08
H1 -3.627 2.027 -1.558  0.08
H2 -3.695 1.104 -0.062  0.07
H3 -4.161 0.349 -1.596  0.07
H4 -1.351 1.400 -0.943  0.08
H5 -1.821 0.649 -2.453  0.11
H6 -2.645 -1.504 -2.443  0.12
H7 -3.394 -1.786 -0.868  0.12
H8 -0.840 -3.136 -1.903  0.05
H9 -2.444 -3.859 -1.817  0.08
H10 -1.593 -3.459 -0.330  0.07
H11 -1.439 -1.740 0.934  0.11
H12 -2.526 -0.351 1.023  0.12
H13 -0.546 -0.026 2.331  0.12
H14 -0.572 1.176 1.039  0.10
H15 5.562 1.548 2.222  0.13
S1 1.141 3.402 -0.626  0.59
C13 1.157 2.117 -1.566  -1.04
N3 1.140 1.162 -2.268  -0.21

=====

# 4
C13H15N3 | wB97M-V/def2-TZVPD

orbital gap = 9.1615 eV
net charge = 0
strongest force on any atom = 0.88 eV/Å
relative energy (zero: lowest compared OMol25 entry of this formula, charge and spin) = 1.163 eV
highest occupied orbital energy = -8.43 eV
SMILES = c1cc[nH]c1.c1cc[nH]c1.c1ccncc1
E_tot = -18193.623 eV

Each line ends with the natural charge from an NBO analysis.
Cartesian coordinates (Å):
N1 4.049 -1.547 -1.590  -0.51
C1 2.805 -1.513 -2.169  -0.08
C2 2.158 -0.421 -1.678  -0.31
C3 3.066 0.254 -0.802  -0.30
C4 4.215 -0.470 -0.768  -0.08
H1 4.768 -2.191 -1.870  0.41
H2 2.451 -2.319 -2.788  0.21
H3 1.195 -0.019 -1.945  0.21
H4 2.799 1.109 -0.203  0.22
H5 5.137 -0.352 -0.225  0.21
N2 -1.192 3.004 -0.731  -0.51
C5 -0.526 2.431 0.326  -0.09
C6 -0.527 3.331 1.353  -0.29
C7 -1.249 4.481 0.914  -0.31
C8 -1.648 4.238 -0.369  -0.07
H6 -1.444 2.518 -1.574  0.41
H7 -0.004 1.494 0.226  0.21
H8 -0.059 3.144 2.305  0.22
H9 -1.439 5.345 1.527  0.22
H10 -2.235 4.856 -1.026  0.21
N3 -0.913 -3.203 1.896  -0.41
C9 -0.999 -1.887 1.821  0.04
C10 -1.971 -1.209 1.096  -0.26
C11 -2.862 -1.955 0.342  -0.17
C12 -2.773 -3.343 0.402  -0.26
C13 -1.802 -3.918 1.196  0.03
H11 -0.245 -1.327 2.366  0.19
H12 -1.942 -0.127 1.088  0.23
H13 -3.634 -1.491 -0.257  0.22
H14 -3.493 -3.923 -0.161  0.22
H15 -1.685 -4.990 1.298  0.19

=====

# 5
C13H15N3O2S | wB97M-V/def2-TZVPD

orbital gap = 8.8529 eV
net charge = 0
strongest force on any atom = 1.29 eV/Å
relative energy (zero: lowest compared OMol25 entry of this formula, charge and spin) = 1.837 eV
highest occupied orbital energy = -8.31 eV
SMILES = COc1ccc(C(C)=O)cc1CSc1nncn1C
E_tot = -33124.311 eV

Each line ends with the natural charge from an NBO analysis.
Cartesian coordinates (Å):
C1 -1.893 -3.837 -0.117  -0.25
H1 -1.424 -4.795 0.099  0.20
O1 -1.053 -2.866 0.460  -0.51
C2 -1.386 -1.556 0.347  0.41
C3 -2.517 -1.080 -0.308  -0.34
C4 -2.769 0.278 -0.377  -0.15
C5 -1.901 1.195 0.208  -0.20
C6 -0.768 0.712 0.869  -0.13
C7 -0.504 -0.640 0.952  -0.12
C8 0.719 -1.147 1.635  -0.52
H2 1.126 -0.418 2.332  0.27
H3 0.541 -2.109 2.112  0.24
S1 2.053 -1.461 0.413  0.25
C9 2.780 0.114 0.420  0.16
N1 2.509 1.104 1.229  -0.34
N2 3.318 2.123 0.903  -0.27
C10 4.065 1.746 -0.088  0.14
N3 3.771 0.465 -0.453  -0.37
C11 4.361 -0.349 -1.474  -0.41
H4 4.916 0.286 -2.162  0.22
H5 5.037 -1.085 -1.033  0.21
H6 3.576 -0.881 -2.014  0.22
H7 4.810 2.346 -0.567  0.20
H8 -0.085 1.420 1.316  0.26
C12 -2.118 2.662 0.175  0.57
O2 -1.390 3.426 0.767  -0.53
C13 -3.295 3.163 -0.631  -0.72
H9 -3.221 2.825 -1.662  0.23
H10 -3.304 4.250 -0.607  0.24
H11 -4.224 2.791 -0.204  0.23
H12 -3.656 0.608 -0.893  0.21
H13 -3.210 -1.764 -0.773  0.22
H14 -1.969 -3.709 -1.201  0.18
H15 -2.894 -3.815 0.325  0.18

=====

# 6
C13H15N3O5 | wB97M-V/def2-TZVPD

orbital gap = 8.8754 eV
net charge = 0
strongest force on any atom = 17.23 eV/Å
relative energy (zero: lowest compared OMol25 entry of this formula, charge and spin) = 15.929 eV
highest occupied orbital energy = -8.92 eV
E_tot = -28415.220 eV

Each line ends with the natural charge from an NBO analysis.
Cartesian coordinates (Å):
C1 0.278 2.651 -0.597  -0.25
O1 1.316 3.106 -1.263  -0.51
C2 1.899 2.037 -1.943  -0.05
C3 1.178 1.440 -3.098  -0.28
N1 0.518 0.466 -2.539  -0.62
C4 -0.769 0.197 -2.682  0.66
O2 -1.448 0.984 -3.150  -0.61
C5 -1.489 -1.025 -1.950  -0.02
H1 -2.244 -1.474 -2.629  0.23
C6 -1.865 -0.769 -0.499  -0.50
C7 -0.938 -1.516 0.134  0.10
N2 -0.143 -2.063 -0.555  0.01
O3 -0.280 -1.924 -1.670  -0.27
C8 -0.653 -1.381 1.667  0.02
C9 -1.749 -1.244 2.591  -0.28
C10 -1.404 -1.370 3.825  -0.11
C11 -0.065 -1.225 4.517  -0.14
C12 0.958 -1.198 3.569  -0.22
C13 0.551 -1.237 2.329  0.06
N3 1.871 -1.080 1.334  0.58
O4 2.828 -1.407 1.756  -0.28
O5 1.736 -0.364 0.266  -0.51
H2 1.809 -1.200 3.949  0.23
H3 -0.025 -1.372 5.399  0.18
H4 -2.639 -1.268 4.612  0.18
H5 -2.712 -1.478 2.219  0.23
H6 -2.713 -1.145 -0.260  0.22
H7 -2.115 0.218 -0.376  0.25
H8 1.114 -0.499 -2.364  0.41
H9 1.908 1.059 -3.953  0.19
H10 0.304 2.095 -3.574  0.25
H11 2.806 2.741 -2.507  0.16
H12 2.321 1.331 -1.339  0.19
H13 -0.543 2.561 -1.206  0.16
H14 0.576 1.924 -0.007  0.17
H15 -0.180 3.430 -0.005  0.17

=====

# 7
C13H15N3OS2 | wB97M-V/def2-TZVPD

orbital gap = 8.3980 eV
net charge = 0
strongest force on any atom = 18.22 eV/Å
relative energy (zero: lowest compared OMol25 entry of this formula, charge and spin) = 10.983 eV
highest occupied orbital energy = -8.03 eV
E_tot = -41902.722 eV

Each line ends with the natural charge from an NBO analysis.
Cartesian coordinates (Å):
C1 2.499 0.630 3.308  -0.64
C2 1.164 0.146 2.831  0.14
C3 0.389 -0.922 3.441  -0.31
S1 -1.061 -1.012 2.765  0.43
C4 -0.397 0.298 1.669  0.29
N1 0.589 0.850 2.010  -0.47
N2 -1.511 0.886 0.884  -0.61
C5 -1.250 1.402 -0.313  0.67
O1 -2.207 1.690 -0.983  -0.60
C6 0.111 2.004 -0.623  -0.49
H1 0.410 2.239 0.393  0.26
H2 0.081 2.558 -1.297  0.18
S2 1.310 0.585 -1.141  0.08
C7 -0.118 -0.245 -2.250  -0.05
C8 -0.652 -1.408 -1.867  -0.30
C9 -1.709 -1.793 -2.626  -0.20
C10 -1.768 -1.199 -4.014  -0.13
C11 -1.120 -0.160 -4.329  -0.33
C12 -0.234 0.227 -3.626  0.15
N3 0.412 1.510 -3.835  -0.82
H3 0.639 1.594 -4.845  0.37
H4 1.211 1.677 -3.211  0.39
H5 -1.373 0.131 -5.335  0.23
H6 -2.701 -1.701 -4.557  0.22
H7 -2.193 -3.057 -2.437  0.20
H8 -0.615 -1.749 -0.946  0.22
H9 -2.316 0.439 0.826  0.40
C13 0.753 -1.855 4.705  -0.55
H10 1.681 -1.200 5.345  0.20
H11 1.096 -2.642 4.358  0.18
H12 -0.017 -1.937 5.427  0.22
H13 3.024 1.184 2.594  0.23
H14 2.525 1.048 4.290  0.22
H15 3.349 -0.219 3.389  0.21

=====

Q: What is the formula in the third record?
A: C13H15F4N3SSr

=====

Q: Which value of relative energy (zero: lowest compared OMol25 entry of this formula, charge and spin) does entry 5 give?
A: 1.837 eV

=====

Q: Which value of net charge does entry 6 give?
A: 0